Formula: C29H47N2PPtSSi2Te
Source: the OMol25 dataset
Level of theory: the ωB97M-V functional and the def2-TZVPD basis

CARTESIAN COORDINATES (ANGSTROEM)
Pt  -0.728  -1.154  -0.411
C  -1.293  0.268  0.874
C  -1.846  1.367  0.974
C  -2.495  2.596  1.074
C  -1.790  3.773  0.572
C  -0.390  3.847  0.631
C  0.288  4.946  0.138
C  -0.403  5.998  -0.448
C  -1.785  5.919  -0.563
C  -2.470  4.827  -0.061
C  -3.878  2.642  1.527
C  -4.442  3.805  2.078
C  -5.770  3.836  2.462
C  -6.572  2.712  2.320
C  -6.020  1.542  1.813
C  -4.691  1.501  1.433
H  0.158  3.033  1.084
H  1.369  4.987  0.205
H  0.127  6.866  -0.819
H  -2.331  6.712  -1.058
H  -3.542  4.766  -0.192
H  -3.824  4.682  2.219
H  -6.188  4.746  2.876
H  -7.618  2.749  2.594
H  -6.637  0.659  1.703
H  -4.272  0.593  1.018
S  -3.692  -1.991  -0.291
C  -2.932  -2.855  0.911
N  -3.115  -2.662  2.234
C  -2.303  -3.577  3.029
C  -2.030  -4.687  2.012
N  -2.142  -3.956  0.753
H  -3.346  -1.737  2.562
H  -2.852  -3.930  3.900
H  -1.372  -3.106  3.347
H  -2.792  -5.471  2.075
H  -1.046  -5.136  2.133
H  -2.207  -4.456  -0.115
C  0.580  -3.296  -3.172
P  -0.660  -2.118  -2.506
C  -0.414  -0.680  -3.618
C  -2.190  -2.777  -3.265
H  0.529  -3.338  -4.261
H  0.399  -4.293  -2.767
H  1.579  -2.982  -2.868
H  -0.536  -0.958  -4.667
H  0.576  -0.252  -3.469
H  -1.151  0.079  -3.355
H  -2.048  -2.894  -4.340
H  -3.001  -2.078  -3.077
H  -2.472  -3.736  -2.831
C  1.377  -1.833  2.610
Si  2.653  -0.463  2.408
C  3.065  0.264  4.105
C  4.238  -1.215  1.705
C  1.995  0.979  1.365
Te  1.484  0.583  -0.689
C  3.621  0.652  -1.203
Si  4.287  -0.423  -2.598
C  6.083  0.077  -2.900
C  3.286  -0.157  -4.179
C  4.196  -2.245  -2.101
H  1.848  -2.786  2.863
H  0.796  -1.972  1.695
H  0.680  -1.570  3.409
H  3.456  -0.506  4.774
H  2.186  0.705  4.578
H  3.827  1.042  4.020
H  4.613  -1.976  2.392
H  5.024  -0.465  1.591
H  4.071  -1.685  0.735
H  2.729  1.786  1.323
H  1.087  1.373  1.826
H  4.153  0.429  -0.277
H  3.801  1.704  -1.435
H  6.151  1.114  -3.235
H  6.545  -0.548  -3.667
H  6.676  -0.021  -1.989
H  2.915  0.869  -4.244
H  2.426  -0.828  -4.218
H  3.885  -0.349  -5.072
H  4.997  -2.512  -1.409
H  4.285  -2.897  -2.973
H  3.245  -2.459  -1.608

The HOMO-LUMO gap (alpha / beta) comes out at 0.22631 / 0.26961 Eh. As for the spin multiplicity: 3. As for the LUMO energy (alpha / beta): 0.2662 / -0.3518 eV. Its relative energy (zero: lowest compared OMol25 entry of this formula, charge and spin) is 25.88 kcal/mol. Its expectation value of S² is 2.0477.

Formula: C29H47N5OP
Source: the OMol25 dataset
Level of theory: the ωB97M-V functional and the def2-TZVPD basis

CARTESIAN COORDINATES (ANGSTROEM)
C  0.861  -4.887  0.924
C  1.529  -4.176  -0.261
C  0.572  -3.304  -1.103
C  0.752  -1.786  -0.937
C  0.440  -1.196  0.455
C  -0.875  -0.387  0.576
C  -2.150  -0.980  -0.081
C  -3.188  -1.447  0.949
C  -2.845  -2.833  1.545
P  -3.322  -4.168  0.494
O  -4.907  -4.201  0.410
H  1.604  -5.233  1.650
H  0.186  -4.218  1.470
H  0.294  -5.774  0.607
H  1.963  -4.945  -0.912
H  2.370  -3.569  0.098
H  0.693  -3.545  -2.166
H  -0.464  -3.579  -0.844
H  1.792  -1.557  -1.203
H  0.136  -1.269  -1.686
H  1.248  -0.505  0.722
H  0.483  -1.984  1.225
H  -1.085  -0.249  1.647
H  -0.710  0.626  0.189
H  -1.869  -1.808  -0.746
H  -2.633  -0.244  -0.733
H  -4.199  -1.445  0.520
H  -3.200  -0.752  1.795
H  -3.334  -3.021  2.511
H  -1.763  -2.933  1.702
H  -2.802  -4.033  -0.790
H  -2.872  -5.402  0.965
H  -5.345  -5.038  0.231
N  0.081  3.484  -2.632
C  -0.813  2.551  -2.181
C  -1.871  3.221  -1.627
C  -1.602  4.613  -1.746
C  -0.390  4.742  -2.368
H  0.968  3.279  -3.057
H  -0.620  1.497  -2.294
H  -2.744  2.769  -1.184
H  -2.223  5.425  -1.407
H  0.179  5.615  -2.639
N  -2.954  1.668  4.640
C  -2.005  2.564  4.232
C  -2.121  2.714  2.876
C  -3.183  1.873  2.451
C  -3.680  1.239  3.562
H  -3.107  1.385  5.590
H  -1.338  3.028  4.937
H  -1.523  3.364  2.258
H  -3.553  1.764  1.443
H  -4.495  0.545  3.680
N  2.027  -8.522  4.239
C  0.819  -7.894  4.341
C  0.255  -7.873  3.092
C  1.163  -8.515  2.204
C  2.246  -8.904  2.946
H  2.658  -8.685  5.002
H  0.461  -7.523  5.286
H  -0.706  -7.451  2.847
H  1.037  -8.680  1.147
H  3.146  -9.421  2.662
N  1.356  4.747  -5.341
C  2.621  4.224  -5.404
C  3.444  5.184  -5.928
C  2.643  6.327  -6.199
C  1.360  6.025  -5.829
H  0.537  4.267  -5.014
H  2.830  3.218  -5.080
H  4.501  5.077  -6.107
H  2.973  7.261  -6.623
H  0.457  6.609  -5.865
N  3.473  6.589  -1.111
C  4.059  7.257  -0.072
C  3.717  6.614  1.087
C  2.891  5.512  0.732
C  2.759  5.526  -0.631
H  3.555  6.839  -2.079
H  4.666  8.129  -0.242
H  4.024  6.900  2.079
H  2.444  4.795  1.401
H  2.221  4.873  -1.295

The HOMO-LUMO gap comes out at 0.22079 Eh. As for the LUMO energy: -3.4758 eV. As for the total charge: +1.

Formula: C29H48BMnN3P2Se
Source: the OMol25 dataset
Level of theory: the ωB97M-V functional and the def2-TZVPD basis

CARTESIAN COORDINATES (ANGSTROEM)
Mn  0.801  0.791  0.318
C  -1.745  4.987  -0.684
C  -0.989  3.833  -0.035
C  0.361  4.319  0.527
C  -1.827  3.319  1.139
P  -0.553  2.339  -1.124
C  -2.038  1.251  -1.443
N  -1.416  -0.049  -1.598
B  -0.144  -0.368  -1.056
N  0.219  -1.649  -1.530
C  1.475  -2.305  -1.236
P  2.353  -1.129  -0.075
C  3.821  -0.517  -1.075
C  3.196  0.262  -2.243
C  4.585  0.480  -0.193
C  4.756  -1.589  -1.626
C  2.903  -2.168  1.399
C  4.156  -3.007  1.163
C  3.151  -1.174  2.542
C  1.735  -3.096  1.773
C  -0.832  -2.126  -2.310
C  -0.982  -3.328  -2.981
C  -2.156  -3.537  -3.692
C  -3.156  -2.568  -3.726
C  -3.015  -1.362  -3.055
C  -1.844  -1.140  -2.348
C  -0.127  2.923  -2.866
C  0.240  1.679  -3.688
C  -1.275  3.635  -3.586
C  1.095  3.846  -2.770
H  -1.998  5.708  0.097
H  -1.151  5.516  -1.428
H  -2.677  4.647  -1.137
H  0.198  4.973  1.386
H  0.970  3.473  0.877
H  0.948  4.872  -0.204
H  -1.913  4.103  1.893
H  -2.833  3.036  0.829
H  -1.354  2.461  1.607
H  -2.732  1.273  -0.601
H  -2.566  1.539  -2.352
H  1.313  -3.264  -0.746
H  2.047  -2.475  -2.151
H  2.475  0.994  -1.865
H  3.973  0.803  -2.787
H  2.679  -0.396  -2.944
H  3.895  1.179  0.295
H  5.166  -0.021  0.582
H  5.278  1.065  -0.801
H  4.213  -2.388  -2.133
H  5.427  -1.128  -2.355
H  5.376  -2.034  -0.852
H  5.056  -2.395  1.121
H  4.264  -3.693  2.006
H  4.085  -3.608  0.255
H  4.014  -0.533  2.355
H  2.271  -0.546  2.685
H  3.333  -1.716  3.473
H  1.754  -4.012  1.182
H  1.823  -3.383  2.822
H  0.764  -2.616  1.650
H  -0.213  -4.090  -2.949
H  -2.297  -4.467  -4.224
H  -4.066  -2.765  -4.277
H  -3.807  -0.623  -3.068
H  -0.575  0.954  -3.717
H  0.444  1.984  -4.716
H  1.127  1.182  -3.297
H  -2.069  2.942  -3.867
H  -1.714  4.444  -3.012
H  -0.876  4.064  -4.507
H  1.864  3.419  -2.121
H  1.532  3.983  -3.761
H  0.824  4.831  -2.391
Se  -0.677  -0.218  2.022
C  -0.888  0.800  3.647
C  0.147  0.926  4.565
C  -0.085  1.640  5.732
N  -1.250  2.206  6.022
C  -2.242  2.063  5.151
C  -2.116  1.372  3.954
H  1.108  0.467  4.390
H  0.704  1.764  6.467
H  -3.182  2.529  5.425
H  -2.956  1.274  3.279

The HOMO-LUMO gap (alpha / beta) comes out at 0.24353 / 0.26943 Eh. As for the spin multiplicity: 5. As for the LUMO energy (alpha / beta): -3.7688 / -3.2993 eV. Its expectation value of S² is 6.1950. As for the total charge: +1.

Formula: C29H48BNO20P2
Source: the OMol25 dataset
Level of theory: the ωB97M-V functional and the def2-TZVPD basis

CARTESIAN COORDINATES (ANGSTROEM)
O  -7.975  -1.683  0.492
C  -7.610  -2.091  -0.533
N  -7.179  -2.641  -1.536
P  -5.599  -3.465  -1.064
B  -4.615  -2.282  -2.232
O  -4.384  -0.927  -1.945
O  -4.085  -2.870  -3.410
P  -3.712  -4.388  -0.267
O  -4.139  -5.204  0.917
O  -2.862  -5.235  -1.424
O  -2.715  -3.148  0.262
H  -6.015  -4.716  -1.622
H  -5.919  -3.193  0.303
H  -3.435  -0.780  -1.715
H  -3.113  -2.764  -3.385
H  -3.453  -5.944  -1.741
H  -3.308  -2.400  0.488
O  1.910  -7.803  0.552
C  0.941  -7.376  1.115
C  0.827  -6.029  1.788
C  -0.420  -6.199  2.636
C  -1.219  -7.207  1.837
O  -0.241  -8.041  1.195
H  0.698  -5.259  1.023
H  1.705  -5.821  2.397
H  -0.960  -5.269  2.817
H  -0.149  -6.625  3.606
H  -1.832  -6.733  1.068
H  -1.859  -7.816  2.474
O  -1.126  -0.313  -2.473
C  -1.127  0.789  -2.960
C  -0.631  2.049  -2.296
C  -1.229  3.130  -3.177
C  -1.312  2.439  -4.522
O  -1.545  1.054  -4.219
H  0.461  2.058  -2.323
H  -0.991  2.120  -1.271
H  -0.646  4.051  -3.201
H  -2.233  3.378  -2.824
H  -0.381  2.519  -5.089
H  -2.129  2.823  -5.131
O  2.492  1.011  1.222
C  2.690  0.528  0.143
C  2.359  -0.883  -0.274
C  3.170  -1.038  -1.549
C  3.223  0.381  -2.073
O  3.220  1.218  -0.905
H  1.286  -0.956  -0.462
H  2.665  -1.598  0.487
H  2.739  -1.743  -2.260
H  4.178  -1.381  -1.304
H  2.350  0.632  -2.683
H  4.126  0.567  -2.656
O  9.014  1.190  -1.123
C  8.047  1.621  -0.560
C  7.936  2.969  0.112
C  6.688  2.803  0.961
C  5.887  1.796  0.163
O  6.864  0.959  -0.478
H  7.810  3.738  -0.653
H  8.815  3.175  0.721
H  6.151  3.734  1.142
H  6.959  2.377  1.931
H  5.275  2.267  -0.606
H  5.246  1.188  0.800
O  -5.867  2.247  2.519
C  -7.051  2.223  2.721
C  -8.047  1.337  2.013
C  -9.369  1.994  2.366
C  -9.072  2.618  3.713
O  -7.682  2.977  3.668
H  -7.975  0.326  2.418
H  -7.873  1.333  0.939
H  -10.211  1.303  2.388
H  -9.595  2.777  1.636
H  -9.225  1.918  4.538
H  -9.673  3.510  3.891
O  10.222  0.520  -6.536
C  10.615  -0.094  -5.584
C  10.636  0.397  -4.157
C  11.569  -0.598  -3.491
C  11.360  -1.846  -4.323
O  11.074  -1.373  -5.647
H  9.626  0.344  -3.747
H  11.022  1.412  -4.098
H  11.366  -0.748  -2.430
H  12.603  -0.255  -3.590
H  10.510  -2.440  -3.974
H  12.247  -2.478  -4.344
O  -5.046  6.624  7.705
C  -4.935  6.000  6.687
C  -4.274  6.484  5.417
C  -4.772  5.477  4.394
C  -4.979  4.237  5.236
O  -5.362  4.720  6.534
H  -3.190  6.437  5.541
H  -4.589  7.497  5.174
H  -4.087  5.322  3.561
H  -5.729  5.812  3.986
H  -4.064  3.647  5.340
H  -5.765  3.599  4.833

The HOMO-LUMO gap comes out at 0.34070 Eh. As for the LUMO energy: -0.3340 eV.

Formula: C29H48ClF12N4O9Si
Source: the OMol25 dataset
Level of theory: the ωB97M-V functional and the def2-TZVPD basis

CARTESIAN COORDINATES (ANGSTROEM)
C  0.889  4.973  4.378
C  0.028  5.632  3.353
C  0.080  7.126  3.355
N  -0.759  5.092  2.514
C  -0.622  3.696  2.267
N  -1.977  3.185  1.768
C  -1.958  1.897  1.613
N  -3.060  1.179  2.035
N  -0.937  1.211  1.020
C  -1.226  0.975  -0.431
C  -1.044  -0.494  -0.846
O  0.031  -0.716  -1.727
Si  -0.339  -0.557  -3.367
C  1.252  -0.952  -4.293
C  -0.818  1.211  -3.839
C  -1.693  -1.703  -3.963
C  0.422  1.787  1.288
Cl  1.668  1.060  0.287
C  0.336  3.302  1.152
C  1.662  4.042  1.111
H  0.560  3.984  4.679
H  1.014  5.579  5.262
H  1.877  4.858  3.955
H  -0.802  7.555  2.906
H  0.996  7.420  2.850
H  0.194  7.464  4.379
H  -0.418  3.070  3.139
H  -2.705  3.449  2.427
H  -3.785  0.997  1.360
H  -3.182  0.852  2.976
H  -0.688  1.675  -1.058
H  -2.280  1.212  -0.574
H  -1.974  -0.893  -1.253
H  -0.852  -1.069  0.055
H  1.027  -1.198  -5.325
H  1.872  -0.062  -4.323
H  1.768  -1.755  -3.780
H  -0.557  1.311  -4.889
H  -1.887  1.382  -3.761
H  -0.245  1.967  -3.310
H  -2.697  -1.425  -3.655
H  -1.518  -2.743  -3.711
H  -1.678  -1.662  -5.050
H  0.693  1.568  2.313
H  -0.193  3.451  0.213
H  2.120  3.854  0.151
H  2.312  3.769  1.931
H  1.443  5.102  1.116
C  2.899  -6.477  -6.508
C  2.503  -5.153  -7.124
O  1.081  -5.097  -7.360
C  0.328  -4.768  -6.323
O  0.711  -4.515  -5.218
C  -1.146  -4.706  -6.752
F  -1.483  -5.752  -7.519
F  -1.378  -3.582  -7.458
F  -1.955  -4.696  -5.688
H  2.552  -7.303  -7.128
H  3.982  -6.542  -6.408
H  2.453  -6.597  -5.526
H  2.972  -5.034  -8.099
H  2.818  -4.312  -6.507
C  0.461  -12.466  -7.169
C  1.553  -12.836  -6.188
O  2.527  -11.780  -6.074
C  2.217  -10.785  -5.254
O  1.215  -10.681  -4.610
C  3.373  -9.775  -5.208
F  3.853  -9.512  -6.435
F  4.393  -10.252  -4.474
F  2.980  -8.618  -4.661
H  0.891  -12.197  -8.134
H  -0.223  -13.302  -7.308
H  -0.109  -11.608  -6.815
H  2.100  -13.706  -6.545
H  1.147  -13.084  -5.209
C  -4.382  3.140  5.638
C  -5.335  2.618  4.581
O  -6.183  1.594  5.115
C  -7.258  2.022  5.785
O  -7.555  3.162  5.971
C  -8.092  0.818  6.250
F  -7.311  -0.145  6.766
F  -8.764  0.295  5.210
F  -8.973  1.182  7.178
H  -3.814  2.320  6.080
H  -3.684  3.861  5.206
H  -4.924  3.630  6.446
H  -4.774  2.153  3.771
H  -5.928  3.423  4.147
C  4.293  7.340  8.720
C  4.666  8.343  7.650
O  5.037  7.678  6.422
C  4.049  7.306  5.633
O  2.876  7.460  5.832
C  4.618  6.666  4.358
F  5.606  5.804  4.625
F  5.105  7.600  3.530
F  3.655  5.995  3.698
H  5.100  6.622  8.868
H  4.094  7.847  9.662
H  3.404  6.776  8.437
H  5.542  8.910  7.956
H  3.863  9.054  7.466

The HOMO-LUMO gap comes out at 0.29772 Eh. As for the LUMO energy: -4.1327 eV. As for the total charge: +1.

What did the third record say?
Formula: C29H48BMnN3P2Se
Source: the OMol25 dataset
Level of theory: the ωB97M-V functional and the def2-TZVPD basis

CARTESIAN COORDINATES (ANGSTROEM)
Mn  0.801  0.791  0.318
C  -1.745  4.987  -0.684
C  -0.989  3.833  -0.035
C  0.361  4.319  0.527
C  -1.827  3.319  1.139
P  -0.553  2.339  -1.124
C  -2.038  1.251  -1.443
N  -1.416  -0.049  -1.598
B  -0.144  -0.368  -1.056
N  0.219  -1.649  -1.530
C  1.475  -2.305  -1.236
P  2.353  -1.129  -0.075
C  3.821  -0.517  -1.075
C  3.196  0.262  -2.243
C  4.585  0.480  -0.193
C  4.756  -1.589  -1.626
C  2.903  -2.168  1.399
C  4.156  -3.007  1.163
C  3.151  -1.174  2.542
C  1.735  -3.096  1.773
C  -0.832  -2.126  -2.310
C  -0.982  -3.328  -2.981
C  -2.156  -3.537  -3.692
C  -3.156  -2.568  -3.726
C  -3.015  -1.362  -3.055
C  -1.844  -1.140  -2.348
C  -0.127  2.923  -2.866
C  0.240  1.679  -3.688
C  -1.275  3.635  -3.586
C  1.095  3.846  -2.770
H  -1.998  5.708  0.097
H  -1.151  5.516  -1.428
H  -2.677  4.647  -1.137
H  0.198  4.973  1.386
H  0.970  3.473  0.877
H  0.948  4.872  -0.204
H  -1.913  4.103  1.893
H  -2.833  3.036  0.829
H  -1.354  2.461  1.607
H  -2.732  1.273  -0.601
H  -2.566  1.539  -2.352
H  1.313  -3.264  -0.746
H  2.047  -2.475  -2.151
H  2.475  0.994  -1.865
H  3.973  0.803  -2.787
H  2.679  -0.396  -2.944
H  3.895  1.179  0.295
H  5.166  -0.021  0.582
H  5.278  1.065  -0.801
H  4.213  -2.388  -2.133
H  5.427  -1.128  -2.355
H  5.376  -2.034  -0.852
H  5.056  -2.395  1.121
H  4.264  -3.693  2.006
H  4.085  -3.608  0.255
H  4.014  -0.533  2.355
H  2.271  -0.546  2.685
H  3.333  -1.716  3.473
H  1.754  -4.012  1.182
H  1.823  -3.383  2.822
H  0.764  -2.616  1.650
H  -0.213  -4.090  -2.949
H  -2.297  -4.467  -4.224
H  -4.066  -2.765  -4.277
H  -3.807  -0.623  -3.068
H  -0.575  0.954  -3.717
H  0.444  1.984  -4.716
H  1.127  1.182  -3.297
H  -2.069  2.942  -3.867
H  -1.714  4.444  -3.012
H  -0.876  4.064  -4.507
H  1.864  3.419  -2.121
H  1.532  3.983  -3.761
H  0.824  4.831  -2.391
Se  -0.677  -0.218  2.022
C  -0.888  0.800  3.647
C  0.147  0.926  4.565
C  -0.085  1.640  5.732
N  -1.250  2.206  6.022
C  -2.242  2.063  5.151
C  -2.116  1.372  3.954
H  1.108  0.467  4.390
H  0.704  1.764  6.467
H  -3.182  2.529  5.425
H  -2.956  1.274  3.279

The HOMO-LUMO gap (alpha / beta) comes out at 0.24353 / 0.26943 Eh. As for the spin multiplicity: 5. As for the LUMO energy (alpha / beta): -3.7688 / -3.2993 eV. Its expectation value of S² is 6.1950. As for the total charge: +1.